{
  "formula": "C25H40AsN9OSSbSe5Sr",
  "method": "ωB97M-V/def2-TZVPD",
  "species": ["Sr", "N", "C", "C", "N", "C", "C", "N", "H", "H", "H", "H", "H", "H", "H", "H", "H", "H", "H", "H", "H", "Se", "N", "C", "C", "C", "C", "C", "N", "C", "C", "N", "C", "C", "C", "C", "C", "N", "H", "H", "H", "H", "H", "H", "C", "C", "N", "C", "C", "N", "H", "H", "H", "H", "H", "H", "C", "S", "C", "O", "H", "H", "H", "H", "H", "H", "Se", "Sb", "Se", "Se", "Se", "C", "As", "C", "C", "H", "H", "H", "H", "H", "H", "H", "H", "H"],
  "xyz": [[-0.547465, 0.233578, 0.407652], [-3.057062, -0.405204, 0.116639], [-3.249470, -1.522005, -0.817561], [-2.627917, -1.173598, -2.159383], [-1.210302, -0.822240, -2.092081], [-0.299327, -1.840294, -2.587228], [0.201740, -2.772914, -1.493069], [0.882926, -2.005281, -0.438199], [-3.621134, -0.540171, 0.948913], [-3.360930, 0.469557, -0.313370], [-4.313867, -1.733732, -0.986774], [-2.795422, -2.421902, -0.388662], [-3.141232, -0.305957, -2.583829], [-2.792201, -2.007505, -2.855027], [-1.113868, 0.037880, -2.649324], [0.565691, -1.348598, -3.029943], [-0.764629, -2.443239, -3.381266], [0.868282, -3.519957, -1.944680], [-0.643346, -3.311727, -1.050130], [1.724282, -1.584958, -0.857912], [1.236791, -2.631678, 0.279479], [-4.050361, -0.131766, 7.962999], [-3.574651, 1.184350, 6.849305], [-3.003799, 0.634193, 5.812244], [-2.456374, 1.387174, 4.686124], [-2.517789, 2.780837, 4.616155], [-1.935726, 3.421862, 3.547806], [-1.279153, 2.657746, 2.579295], [-1.257791, 1.330477, 2.623059], [-1.838312, 0.697724, 3.643518], [-1.804157, -0.793622, 3.626344], [-1.293105, -1.393871, 2.541372], [-1.247815, -2.714538, 2.512596], [-1.698557, -3.523359, 3.555644], [-2.240244, -2.915932, 4.667706], [-2.306586, -1.525099, 4.706404], [-2.909891, -0.809247, 5.833648], [-3.403575, -1.404513, 6.884908], [-3.023648, 3.323995, 5.403196], [-1.970215, 4.496649, 3.439118], [-0.791531, 3.117139, 1.727414], [-0.839674, -3.153689, 1.608446], [-1.627280, -4.598398, 3.476551], [-2.620657, -3.487417, 5.503263], [1.707337, 0.982343, -2.908656], [2.875665, 0.084069, -2.982671], [3.216670, -0.885302, -2.157736], [4.375838, -1.427037, -2.667848], [4.737981, -0.779721, -3.806900], [3.775265, 0.183508, -3.991952], [1.242363, 0.978372, -1.921978], [0.933509, 0.742567, -3.647377], [1.965356, 2.022580, -3.121705], [4.879761, -2.245960, -2.184055], [5.566363, -0.905887, -4.478848], [3.708331, 0.846372, -4.745602], [3.766966, 3.634077, 0.230558], [2.147831, 3.186020, -0.400011], [1.324076, 4.686854, 0.093346], [1.732569, 2.045691, 0.526154], [3.698970, 3.858352, 1.295421], [4.132884, 4.499936, -0.318008], [4.428738, 2.787049, 0.065428], [1.783428, 5.495931, -0.470920], [1.447671, 4.823226, 1.169981], [0.281232, 4.581954, -0.195858], [0.655050, 4.659126, -3.530302], [-1.519702, 3.544454, -3.284055], [-1.374306, 2.660389, -0.892571], [-3.388727, 5.063975, -3.272195], [-1.656576, 1.474415, -4.594414], [2.391558, 1.168849, 3.602668], [1.931557, -0.221583, 2.310313], [1.999773, -1.728979, 3.581339], [3.688636, -0.502355, 1.510875], [3.195924, 0.834839, 4.260975], [1.511843, 1.413603, 4.198663], [2.694321, 2.053637, 3.046455], [3.015750, -1.875829, 3.952687], [1.659856, -2.650994, 3.108709], [1.340421, -1.520060, 4.425315], [4.464752, -0.430590, 2.275129], [3.841229, 0.242102, 0.731821], [3.727589, -1.487944, 1.045667]],
  "forces_ev_per_a": [[0.77, -0.10, -1.08], [-0.39, -0.12, 0.17], [-0.17, 0.17, -0.09], [0.09, -0.01, -0.12], [-0.07, -0.02, 0.32], [-0.01, -0.06, -0.03], [0.00, -0.10, 0.02], [0.14, 0.06, 0.03], [-0.03, 0.03, -0.02], [0.10, 0.07, -0.06], [0.06, -0.08, 0.03], [0.04, -0.01, 0.01], [-0.08, 0.01, 0.01], [-0.02, 0.02, 0.01], [0.07, -0.03, -0.14], [0.01, 0.03, -0.03], [0.06, 0.01, 0.02], [-0.07, 0.01, -0.01], [0.00, 0.00, 0.01], [-0.05, 0.04, -0.01], [-0.05, -0.03, -0.04], [0.15, 0.01, -0.28], [0.01, 0.01, -0.02], [-0.03, 0.03, 0.07], [-0.04, -0.04, 0.12], [0.02, 0.02, -0.05], [0.10, 0.01, 0.00], [-0.19, -0.03, 0.18], [-0.03, 0.23, 0.19], [-0.04, -0.36, 0.09], [-0.03, 0.26, 0.03], [-0.02, 0.14, 0.15], [-0.07, -0.08, 0.05], [0.02, 0.07, -0.03], [0.05, -0.03, -0.12], [-0.09, 0.07, 0.17], [-0.02, -0.06, 0.03], [0.02, -0.01, -0.04], [0.01, 0.02, 0.00], [0.00, 0.00, 0.03], [-0.02, 0.03, -0.09], [0.02, -0.02, -0.01], [-0.01, -0.02, 0.00], [-0.01, -0.01, 0.01], [-0.30, 0.23, -0.03], [-0.02, 0.17, 0.02], [-0.07, -0.05, 0.09], [0.05, -0.02, -0.04], [0.05, -0.03, 0.00], [0.01, -0.04, -0.04], [0.07, -0.12, -0.04], [0.02, -0.04, 0.02], [0.03, 0.03, 0.01], [0.02, -0.04, 0.03], [0.04, -0.01, -0.02], [0.00, 0.01, 0.02], [0.06, 0.05, 0.03], [-0.16, -0.46, -0.13], [0.07, 0.00, 0.25], [-0.04, 0.21, 0.16], [-0.01, -0.01, 0.02], [0.02, 0.03, -0.04], [0.03, -0.04, -0.01], [-0.04, 0.03, -0.06], [0.00, -0.01, 0.05], [-0.05, 0.03, -0.06], [0.16, 0.00, -0.09], [0.33, 0.08, 0.31], [-0.46, 0.16, 0.13], [-0.20, 0.01, -0.12], [-0.09, -0.16, -0.21], [0.05, -0.02, -0.01], [0.18, -0.15, 0.31], [0.07, 0.01, 0.02], [0.04, 0.04, 0.00], [-0.01, 0.04, -0.02], [-0.01, 0.00, 0.01], [-0.01, 0.00, 0.01], [-0.03, 0.00, 0.04], [0.02, -0.01, -0.03], [-0.03, 0.00, 0.01], [0.01, 0.00, -0.05], [0.00, 0.00, 0.03], [-0.01, 0.00, 0.00]],
  "lowdin_charge": [0.8992, -0.0962, -0.2583, -0.2399, -0.1411, -0.2264, -0.2539, -0.0624, 0.0722, 0.0420, 0.1106, 0.0915, 0.0885, 0.1172, -0.0563, 0.0940, 0.1185, 0.1102, 0.0939, 0.0319, 0.0542, 1.0940, -0.2282, -0.3319, -0.0915, 0.0128, -0.0049, -0.1225, 0.0161, -0.1540, -0.1437, 0.0594, -0.1315, -0.0310, 0.0068, -0.0877, -0.3334, -0.2326, 0.1178, 0.1180, 0.0345, 0.1038, 0.1083, 0.1169, -0.0751, -0.3820, 0.0776, -0.1650, -0.1165, 0.1004, 0.0272, 0.0181, 0.0176, 0.0848, 0.0959, 0.1627, -0.2569, 0.7801, -0.3158, -0.7157, 0.0482, 0.0552, 0.0423, 0.0444, 0.0558, -0.0443, -0.2675, -0.3723, -0.1045, -0.3288, -0.1672, -0.3028, 1.0277, -0.3263, -0.3077, 0.0244, 0.0136, 0.0060, 0.0200, 0.0018, 0.0146, 0.0243, 0.0038, 0.0170],
  "charge": -1,
  "max_force_ev_per_a": 1.332,
  "relative_energy_kcal_mol": 24.0,
  "lumo_energy_ev": 0.21,
  "gap_ha": 0.1141,
  "total_energy_ha": -16457.00613,
  "e_homo_ha": -0.1063
}